The following is a DFT calculation (ωB97M-V/def2-TZVPD) of a molecular structure, C32H84N4O16.

Values from the calculation:
- Net charge: 0
- E: -2691.54230 a.u.
- Orbital gap: 0.3023 Ha
- Max |F|: 7.5 eV/Å
- Energy above the lowest of the compared OMol25 structures with the same formula, charge and spin: 1767.4 kJ/mol

Atoms and positions in Å:
C1 4.467527 28.334692 -9.568524
C2 5.652874 28.897213 -8.862879
O1 5.952325 30.208186 -9.331213
O2 4.480037 27.990990 -10.912954
H1 3.671839 29.072074 -9.462464
H2 4.193801 27.441187 -9.007426
H3 6.522894 28.243903 -8.928807
H4 5.421731 29.016575 -7.804375
H5 6.184540 30.712721 -8.548197
H6 4.193098 28.775850 -11.385452
C3 6.732616 25.524703 -12.832924
C4 6.562217 26.692271 -11.851680
O3 5.896723 26.249930 -10.687949
O4 5.568924 24.876150 -13.047899
H7 7.412570 24.893782 -12.260478
H8 7.297280 25.850558 -13.706465
H9 5.923561 27.495581 -12.218992
H10 7.536897 27.132026 -11.640200
H11 5.454114 27.040983 -10.371797
H12 5.361912 24.662408 -12.135178
C5 6.414441 21.811778 -10.466472
C6 5.337903 22.857866 -10.392484
O5 5.773525 23.989478 -11.042696
O6 7.532839 22.355928 -9.706329
H13 6.804806 21.765382 -11.483118
H14 6.060105 20.917075 -9.954565
H15 5.110432 23.037404 -9.341717
H16 4.384642 22.644572 -10.876113
H17 6.519206 24.316501 -10.534143
H18 7.665076 21.698209 -9.019661
C7 4.232353 24.985171 -15.118490
C8 5.556510 24.817472 -15.808229
O7 5.988450 25.736738 -16.746532
O8 4.326852 26.286036 -14.529877
H19 4.164350 24.137511 -14.436627
H20 3.317028 24.974630 -15.710242
H21 5.504791 23.844112 -16.296077
H22 6.504097 24.799184 -15.269842
H23 5.942258 26.616902 -16.366041
H24 4.787193 26.189715 -13.692976
C9 7.428155 26.058563 -9.365783
O9 8.628446 26.364275 -8.634778
C10 9.736882 25.540071 -8.984202
C11 11.082162 26.000214 -8.322535
N1 11.838001 27.005363 -9.166797
C12 13.171977 27.417651 -8.627602
C13 13.019238 28.317541 -7.377137
O10 14.199399 28.340204 -6.542899
C14 14.328453 27.486444 -5.517684
H25 7.336988 25.016868 -9.673453
H26 7.377065 26.665394 -10.269802
H27 6.510778 26.495350 -8.971142
H28 9.932819 25.235825 -10.012373
H29 9.524685 24.597857 -8.478912
H30 11.717826 25.115743 -8.364336
H31 11.099463 26.311711 -7.278134
H32 12.177748 26.482491 -9.961328
H33 13.766143 27.766018 -9.472415
H34 13.749736 26.499917 -8.517849
H35 12.101417 28.053745 -6.851668
H36 12.920708 29.345458 -7.726110
H37 14.072442 26.531564 -5.976782
H38 13.592651 27.674534 -4.735830
H39 15.346323 27.400036 -5.137435
C15 4.788236 22.196564 -13.181104
O11 5.721122 22.478313 -14.221201
C16 6.227147 21.303853 -14.971593
C17 7.268299 20.400899 -14.248794
N2 8.499255 21.101147 -13.884906
C18 9.440116 21.372610 -15.042030
C19 10.964629 21.632498 -14.475641
O12 11.694411 20.439381 -14.131651
C20 11.261607 19.735950 -13.030338
H40 4.884941 23.138350 -12.640933
H41 4.956502 21.304099 -12.578371
H42 3.815933 22.035391 -13.646688
H43 6.549903 21.559865 -15.980739
H44 5.415623 20.661554 -15.313609
H45 7.438513 19.488679 -14.820619
H46 6.928580 19.896704 -13.344085
H47 8.302307 21.898358 -13.296880
H48 9.208647 22.242758 -15.656332
H49 9.584483 20.560882 -15.755020
H50 10.903155 22.375368 -13.680353
H51 11.536943 22.180136 -15.224404
H52 12.028750 19.016319 -12.744451
H53 10.315685 19.206204 -13.143014
H54 11.293218 20.391743 -12.160254
C21 13.923056 23.731902 -9.718172
O13 13.832673 25.183072 -10.079947
C22 13.905005 25.300093 -11.457281
C23 13.493779 26.740389 -11.858279
N3 12.210773 26.617525 -12.562485
C24 11.093095 26.291995 -11.736789
C25 9.854941 26.102829 -12.552441
O14 9.620067 27.141384 -13.519505
C26 8.401323 27.155569 -14.158593
H55 14.161279 23.547818 -8.670575
H56 14.869548 23.438322 -10.172116
H57 12.995379 23.287448 -10.078699
H58 13.449260 24.536635 -12.087773
H59 14.967046 25.107989 -11.609805
H60 14.218300 27.076742 -12.599924
H61 13.469231 27.467358 -11.046486
H62 11.920560 27.261701 -13.284235
H63 11.173966 27.088794 -10.997418
H64 11.304111 25.392379 -11.158630
H65 9.004883 26.087808 -11.870329
H66 9.937479 25.180349 -13.127187
H67 7.630000 27.295727 -13.401285
H68 8.239500 26.196985 -14.651562
H69 8.414230 28.040546 -14.794802
C27 1.231272 26.924161 -12.477409
O15 1.800642 26.037127 -11.557343
C28 3.150034 26.231859 -11.404128
C29 3.703887 25.112351 -10.424336
N4 2.898473 25.020659 -9.223683
C30 2.759583 23.717848 -8.667287
C31 2.472431 23.858699 -7.121969
O16 1.113894 24.061808 -6.713472
C32 1.017091 24.022091 -5.277629
H70 1.146770 27.963329 -12.159428
H71 0.252787 26.474889 -12.647157
H72 1.650179 26.971737 -13.482579
H73 3.472416 27.258821 -11.232285
H74 3.719713 25.991611 -12.301814
H75 4.508654 25.761820 -10.079880
H76 4.091805 24.180277 -10.835251
H77 1.967946 25.220346 -9.561845
H78 3.739314 23.251738 -8.772016
H79 1.963126 23.031038 -8.953728
H80 3.074331 24.723300 -6.842170
H81 2.943701 23.021418 -6.607203
H82 0.920956 22.972615 -4.999323
H83 0.144873 24.531491 -4.867939
H84 1.792567 24.639709 -4.824536

Forces on the atoms, in the same order (eV/Å):
C -1.978 1.132 2.535
C 1.010 0.819 -0.097
O 0.035 -0.015 -0.212
O 3.487 6.618 0.099
H -0.215 -0.119 0.487
H -0.444 -0.269 0.009
H 0.165 0.311 -0.065
H -0.385 -0.649 0.091
H 0.155 0.259 -0.237
H 0.352 0.409 -0.474
C 1.740 0.444 1.439
C -1.440 0.419 -1.378
O -0.404 0.613 -4.381
O -0.150 0.944 -1.497
H 0.495 -0.650 -0.241
H -1.991 -1.597 0.940
H 0.403 -0.021 -0.759
H 0.038 0.245 0.055
H 0.866 -0.831 -0.574
H -0.821 -0.193 0.044
C 0.466 0.969 0.544
C -0.080 -1.449 0.386
O 2.930 -2.503 2.507
O -0.416 -0.569 0.042
H -0.427 -0.816 -0.039
H 0.141 -0.434 -0.675
H 0.560 0.111 -0.121
H 0.224 -1.049 0.379
H -0.036 0.162 -0.172
H 0.444 0.311 0.247
C 0.936 1.152 0.344
C 0.982 -2.060 -0.890
O -0.765 1.612 -2.293
O -1.559 0.982 -0.662
H -0.284 0.546 0.129
H 0.385 0.119 -0.633
H 0.175 -0.084 -0.426
H -0.949 -0.944 1.774
H -0.218 0.115 0.156
H -0.050 -0.441 -0.123
C 2.611 1.717 0.576
O 0.009 -0.198 -0.383
C 0.490 -0.250 2.669
C 1.044 0.414 -1.923
N 0.422 0.505 1.258
C -0.860 -1.101 0.851
C 1.306 -0.084 -0.701
O -0.022 3.095 -2.407
C -1.083 -2.503 0.288
H 0.626 0.047 1.066
H 2.867 -0.486 1.916
H 1.025 -1.094 2.044
H -0.646 0.768 -0.136
H 0.068 -0.524 0.016
H 0.006 -0.566 0.290
H -0.786 0.083 -0.152
H -0.398 -0.121 0.602
H -0.281 1.258 0.477
H 0.055 -0.093 1.396
H 0.142 -0.095 0.344
H -0.151 0.013 0.146
H 0.072 -1.019 0.715
H 0.107 0.078 0.511
H -0.047 0.474 -0.039
C 0.065 0.245 -1.284
O 1.721 -2.616 -1.058
C -1.005 -0.548 0.616
C -0.132 0.998 0.337
N 1.052 -1.133 -1.945
C 2.068 0.677 2.091
C -1.748 -0.608 -0.595
O -0.221 1.458 -1.652
C 0.431 -0.309 1.455
H -0.882 -1.152 -0.148
H 0.575 0.006 -0.014
H -0.403 0.240 0.143
H 0.772 1.057 0.388
H -0.775 -0.220 0.693
H 0.491 0.355 -0.744
H -0.738 0.610 0.404
H 0.121 0.280 -0.373
H -0.339 0.288 0.120
H -0.640 -0.497 0.427
H -0.070 -0.328 0.773
H 0.092 -0.549 -0.362
H 0.137 -0.316 -0.548
H -0.136 0.292 -0.008
H -0.797 0.244 0.304
C 0.870 2.192 -0.573
O -1.196 -2.774 2.129
C 2.012 1.185 -0.318
C -0.709 -0.959 -2.121
N 0.758 -0.921 -1.421
C 1.008 1.368 -0.368
C -0.962 0.405 -0.490
O 2.438 0.430 1.173
C 0.497 1.444 0.173
H -0.816 0.629 0.246
H -0.355 -0.764 -0.706
H 0.396 -0.537 0.076
H -0.932 0.027 0.344
H 0.496 0.406 -0.909
H 0.034 0.191 0.093
H 0.164 -0.278 -0.055
H 0.627 0.365 0.236
H -2.193 0.101 -0.124
H -0.057 -0.513 -0.373
H 0.150 -0.450 -0.022
H -0.113 -0.435 0.125
H 0.386 0.854 -1.054
H 0.290 0.466 -1.095
H -0.029 -0.342 -0.461
C -1.341 -0.659 -0.597
O -1.260 -0.125 -0.815
C -0.197 -3.740 -0.464
C -0.734 3.571 1.015
N -2.488 -0.018 -0.965
C -0.176 -0.445 3.116
C 0.974 0.352 -0.369
O 0.332 0.067 0.012
C -0.314 0.335 -0.745
H -0.017 0.119 0.576
H -0.396 0.593 0.067
H 0.865 -0.398 0.040
H -3.127 -2.741 0.188
H -0.475 -0.007 -0.509
H -0.622 -2.456 0.172
H -2.247 1.608 0.017
H -0.515 0.673 0.254
H -0.847 -0.339 0.627
H -0.091 0.037 -1.146
H -0.047 0.316 0.293
H -0.378 -0.519 0.220
H 0.640 0.058 0.544
H -0.595 -0.061 -0.843
H 0.706 -0.705 0.110

Atom charges from the Mulliken analysis, given in e for atoms 1 to 99:
1. C -0.1350
2. C -0.8318
3. O -0.5459
4. O -1.0329
5. H 0.4061
6. H -0.0574
7. H 0.3920
8. H 0.6394
9. H 0.3499
10. H 0.5928
11. C -0.5708
12. C -1.2392
13. O 0.4417
14. O 0.7079
15. H 0.5608
16. H -0.0100
17. H 0.7803
18. H 0.7817
19. H -1.2032
20. H 0.5303
21. C -1.5710
22. C -0.9131
23. O 0.9193
24. O -0.4401
25. H -0.2141
26. H 0.6733
27. H 0.3552
28. H 1.5436
29. H -2.0081
30. H 0.3181
31. C 0.5289
32. C 0.2859
33. O -0.7038
34. O -0.8861
35. H -0.7185
36. H 0.4946
37. H 0.4079
38. H -0.3326
39. H 0.3898
40. H 0.1297
41. C -0.2596
42. O -0.5962
43. C 0.1945
44. C -1.0578
45. N 0.0497
46. C -0.0434
47. C -0.6119
48. O -0.3645
49. C -0.6270
50. H 1.1305
51. H -0.6972
52. H 0.9539
53. H -0.2248
54. H 0.2862
55. H 0.2684
56. H 0.5826
57. H -0.6029
58. H 0.3023
59. H 0.1598
60. H 0.3930
61. H 0.2532
62. H 0.2384
63. H 0.2679
64. H 0.2598
65. C -0.7452
66. O -0.0223
67. C -0.7536
68. C -1.1293
69. N 0.2598
70. C -0.7234
71. C -0.3530
72. O -0.4247
73. C -0.5000
74. H -0.3636
75. H 0.5945
76. H 0.3434
77. H 0.4404
78. H 0.4568
79. H 0.5119
80. H 0.3588
81. H -0.1056
82. H 0.4184
83. H 0.4075
84. H 0.1383
85. H 0.4116
86. H 0.2721
87. H 0.1966
88. H 0.1625
89. C -0.9466
90. O -0.1219
91. C -0.6204
92. C -0.9849
93. N -0.3389
94. C -1.9568
95. C 1.1890
96. O -0.4688
97. C -0.6365
98. H 0.2206
99. H 0.4062